C35H52BiO2P4 | ωB97M-V/def2-TZVPD

Structure (XYZ):
```
94
Properties=species:S:1:pos:R:3
C -3.317 1.565 -4.672
H 3.741 -0.859 0.916
H -0.726 -7.820 -2.381
H 1.691 -2.420 -2.320
C -2.367 -2.985 2.857
C -3.250 0.588 -2.045
C 2.187 1.088 3.204
H -1.976 -5.954 -1.241
H -5.620 -3.154 3.775
C 1.218 -7.105 -1.769
H -2.070 2.723 0.996
C -6.837 1.776 -6.376
H -5.388 2.070 -4.250
O -0.074 -2.736 0.749
H 1.725 3.656 1.495
H -3.205 0.206 -1.024
C -0.181 -5.073 -0.450
C 2.576 0.672 -2.473
C -4.389 1.212 -2.528
C -0.889 -6.018 -1.202
H -1.300 4.329 0.850
P 0.129 2.585 -0.035
H 2.384 -5.921 4.253
C -0.619 0.277 3.678
Bi -0.078 -0.398 -0.108
H 3.438 -2.066 -2.519
H 3.084 0.494 3.420
C 1.453 -1.655 3.273
H -3.358 1.939 -5.699
H -0.971 1.303 3.541
H -1.381 3.355 -1.793
H -1.424 -0.410 3.410
C -2.461 -3.569 1.579
C -1.127 3.275 1.103
C 1.227 -5.069 -0.480
C -4.450 1.665 -3.854
H -2.197 -6.160 2.386
H -7.430 0.942 -5.985
H 4.729 -0.414 -0.508
C -0.183 -7.038 -1.850
H -7.010 2.763 -5.931
H -5.252 1.335 -1.871
H 1.770 -4.287 0.048
H 2.844 -2.869 -1.031
C -2.069 0.484 -2.847
H -3.387 -2.452 4.672
C -5.977 1.607 -7.391
C -0.780 -7.053 3.755
P 2.381 -0.464 -1.064
H -0.786 3.204 2.143
O -0.947 0.017 -2.371
H 2.429 1.834 2.433
C -4.863 -3.619 1.803
H 3.563 0.493 -2.924
H 1.805 -1.492 4.301
C 1.667 3.497 0.410
C 0.505 -6.987 4.298
H 1.795 0.472 -3.218
C 1.382 -6.012 3.832
H 3.835 0.846 0.393
H 2.290 -2.006 2.646
P -0.845 -4.070 0.911
H 0.217 2.885 -2.459
H 3.017 -6.117 -1.014
H 2.560 2.950 0.067
P 0.849 -0.040 2.649
H -1.377 -2.740 3.262
C -0.293 -5.153 2.308
C -2.150 0.981 -4.189
H 2.504 1.721 -2.160
H 1.765 -7.958 -2.179
H 0.806 -7.685 5.087
H -0.351 0.123 4.728
C -3.721 -3.785 1.005
C -4.747 -3.175 3.124
H -1.480 -7.820 4.076
H -3.803 -4.112 -0.032
H -5.836 -3.887 1.395
H 0.655 -2.413 3.256
H 0.038 4.437 -1.575
H -1.252 0.899 -4.796
C 3.803 -0.194 0.043
C -1.176 -6.127 2.783
C 1.930 -6.095 -1.100
H -5.840 0.630 -7.866
C 1.000 -5.123 2.818
C -3.499 -2.811 3.647
H 1.870 1.596 4.125
H 1.720 -4.391 2.439
C 2.610 -2.116 -1.797
H -5.413 2.448 -7.809
H 1.632 4.473 -0.094
C -0.294 3.390 -1.625
H -1.760 -0.364 0.540
```

Its total charge is +3. The value obtained for the strongest force on any atom is 2.85 eV Å⁻¹. The energy above the lowest of the compared OMol25 structures with the same formula, charge and spin is 0.0 kcal per mole. As for the LUMO energy (alpha / beta): -10.42 / -10.08 eV.